The following is a quantum chemistry calculation of a 12-piece molecular cluster, C60H78N6O30 overall at a distorted geometry, from OMol25.

Element x y z (Å)
C -3.22074 7.37318 -6.37168
C -3.42064 8.68037 -6.61921
C -3.48855 9.55720 -5.54822
C -3.44068 9.03814 -4.18026
C -3.36911 7.61373 -4.02171
C -3.23278 6.79301 -5.11116
N -3.40707 9.94628 -3.02086
O -3.41185 11.17491 -3.26013
O -3.33083 9.45913 -1.90659
H -3.10365 6.65108 -7.16620
H -3.56140 9.22112 -7.54343
H -3.71440 10.58742 -5.78069
H -3.49974 7.15196 -3.05418
H -3.25467 5.71774 -5.01269
C 9.61121 3.88672 -23.20632
C 10.50741 3.64916 -24.19827
C 10.48831 4.23369 -25.41979
C 9.63305 5.31369 -25.71550
C 8.82575 5.71391 -24.60609
C 8.86653 5.07059 -23.37008
N 9.59704 5.95855 -27.04927
O 8.61762 6.54262 -27.47975
O 10.56919 5.83229 -27.71491
H 9.67848 3.39704 -22.24607
H 11.21831 2.85173 -24.03971
H 11.17856 3.92827 -26.19224
H 8.19719 6.59215 -24.60804
H 8.25768 5.37914 -22.53313
C -7.57027 13.96408 -9.30729
C -8.42532 13.56603 -8.29784
C -9.48345 12.67468 -8.63109
C -9.57799 12.08219 -9.89982
C -8.66002 12.53529 -10.90194
C -7.62324 13.40481 -10.58578
N -10.57810 10.96846 -10.13852
O -10.38410 10.26690 -11.13755
O -11.58062 10.79426 -9.43735
H -6.76313 14.67284 -9.19507
H -8.31673 13.84276 -7.25956
H -10.27555 12.39943 -7.95049
H -8.84480 12.19941 -11.91161
H -6.94022 13.69391 -11.37083
C -2.20694 4.58901 -30.94211
C -1.88681 3.92967 -29.76617
C -0.95322 4.49954 -28.89863
C -0.33465 5.74613 -29.21659
C -0.65455 6.39740 -30.39840
C -1.61191 5.83682 -31.28082
N 0.64875 6.28905 -28.23831
O 1.14861 7.36849 -28.51598
O 0.83503 5.67251 -27.18610
H -2.89168 4.15547 -31.65596
H -2.49419 3.06590 -29.53950
H -0.80915 4.04404 -27.93004
H -0.19435 7.34247 -30.64629
H -1.93325 6.34364 -32.17875
C 3.06117 8.86897 -9.55575
C 3.27857 10.22969 -9.90588
C 4.13038 11.04177 -9.11643
C 4.52362 10.59736 -7.83153
C 4.21023 9.27194 -7.44548
C 3.48281 8.43578 -8.26991
N 5.26204 11.47171 -6.89979
O 5.82499 12.42874 -7.29493
O 5.06442 11.28260 -5.68048
H 2.49016 8.23332 -10.21627
H 2.97022 10.67774 -10.83892
H 4.31069 12.09605 -9.26605
H 4.62970 8.90960 -6.51858
H 3.31199 7.41303 -7.96791
C 6.98575 6.68800 -16.23148
C 6.42405 7.86920 -16.56319
C 7.21033 8.86895 -17.06858
C 8.61931 8.73063 -17.16384
C 9.17674 7.54501 -16.68439
C 8.37935 6.53187 -16.22869
N 9.48219 9.76099 -17.79177
O 10.53803 9.42104 -18.31715
O 9.00032 10.89186 -17.84563
H 6.40709 5.88877 -15.79241
H 5.34475 7.90086 -16.54020
H 6.81981 9.82823 -17.37465
H 10.23025 7.37003 -16.84529
H 8.88919 5.64745 -15.87621
C -5.50603 7.51562 -22.70921
C -5.99017 7.11702 -21.26876
O -5.70248 5.80314 -20.96552
C -4.45209 5.36564 -20.57520
O -4.18572 4.16725 -20.38392
O -3.60958 6.36935 -20.38572
C -2.23227 6.18527 -19.94030
H -5.68781 6.68509 -23.39133
H -4.44469 7.75669 -22.76872
H -6.11086 8.31843 -23.13085
H -7.05676 7.33524 -21.32240
H -5.81193 7.86512 -20.49629
H -1.48738 6.33842 -20.72118
H -2.03847 5.15712 -19.63460
H -1.97072 6.83552 -19.10550
C -11.26066 10.53710 -18.05521
C -11.17671 11.99673 -17.93878
O -10.45667 12.65392 -18.99446
C -9.14910 12.62418 -18.98299
O -8.40718 12.22510 -18.05560
O -8.84948 12.80435 -20.21359
C -7.51475 12.89594 -20.55569
H -11.94117 10.17719 -17.28353
H -10.23177 10.21715 -17.89059
H -11.47141 10.12865 -19.04357
H -10.85204 12.34688 -16.95894
H -12.20139 12.36815 -17.92509
H -7.07265 13.82225 -20.18881
H -7.53159 12.78987 -21.64039
H -7.01083 12.02455 -20.13755
C 7.69675 16.43584 -31.80978
C 6.97328 17.38728 -30.93023
O 5.69505 16.94815 -30.54729
C 5.36619 15.89771 -29.70222
O 4.21021 15.53438 -29.52509
O 6.45349 15.44914 -29.00759
C 6.35887 14.30880 -28.09395
H 6.92721 15.99133 -32.44092
H 8.04508 15.52667 -31.31967
H 8.43326 16.90285 -32.46364
H 6.83749 18.37099 -31.37968
H 7.54054 17.54084 -30.01222
H 7.42489 14.09965 -28.00474
H 5.73736 13.46888 -28.40435
H 6.08394 14.66252 -27.10027
C -1.40115 10.85431 -15.61803
C -1.51428 11.52178 -16.99077
O -0.23089 11.50246 -17.65326
C -0.18395 11.94753 -18.95804
O -1.05330 12.52138 -19.58416
O 1.02619 11.51712 -19.54152
C 1.25700 11.63794 -20.90272
H -1.22208 11.65108 -14.89610
H -0.60378 10.11444 -15.68789
H -2.35708 10.39975 -15.35786
H -1.88038 12.54488 -16.90508
H -2.32776 10.94796 -17.43471
H 0.97734 12.62380 -21.27416
H 0.59135 10.92909 -21.39521
H 2.29379 11.35592 -21.08612
C -7.37596 11.36941 -31.57749
C -7.44940 10.45509 -30.34033
O -6.18172 10.45247 -29.69074
C -5.75101 11.38192 -28.84145
O -6.49599 12.29050 -28.39295
O -4.51684 11.02755 -28.52530
C -3.77631 11.83997 -27.68466
H -6.49916 11.09752 -32.16520
H -7.32585 12.41248 -31.26510
H -8.29369 11.42086 -32.16335
H -7.72734 9.41815 -30.52901
H -8.18095 10.80920 -29.61400
H -2.83458 11.32085 -27.50645
H -4.30045 11.97737 -26.73888
H -3.47018 12.79265 -28.11683
C -0.33467 16.64512 -12.15049
C 0.18081 17.10680 -10.73841
O -0.22155 16.21014 -9.72935
C 0.01829 16.43677 -8.46459
O 0.37361 17.46332 -7.91025
O -0.01046 15.30842 -7.86130
C 0.42232 15.20843 -6.52463
H -0.08345 17.31750 -12.97079
H -1.41191 16.48197 -12.11809
H 0.15395 15.70499 -12.40646
H -0.40869 17.98389 -10.47136
H 1.22890 17.39931 -10.67473
H -0.18134 15.77640 -5.81675
H 1.39906 15.68380 -6.43464
H 0.53185 14.15197 -6.27970

Atomic forces in eV per Å
C 0.233 -2.825 -0.838
C -0.131 2.462 0.858
C -0.474 -0.653 2.894
C 0.235 -0.935 -2.824
C -0.320 1.735 0.961
C -0.351 0.863 -0.299
N 0.071 1.537 -0.251
O -0.095 -2.210 0.364
O -0.151 0.196 -0.687
H -0.085 0.167 -0.466
H 0.246 -0.866 -0.596
H 0.311 0.186 0.526
H 0.264 0.328 0.268
H 0.245 0.020 0.081
C -0.160 2.538 0.550
C 0.761 -2.394 0.293
C -0.031 1.960 -2.541
C -0.999 -0.734 2.903
C 0.217 0.644 -0.555
C -0.145 -1.488 -0.337
N -1.389 0.140 0.163
O -0.637 -0.098 1.401
O 2.534 -0.631 -0.846
H -0.179 -0.194 -0.069
H 0.156 -0.143 -0.137
H 0.096 -0.117 0.007
H -0.039 0.113 -0.630
H -0.181 0.409 -0.204
C 0.975 -0.332 -0.375
C -1.287 -0.942 -0.724
C 0.106 -0.556 -0.541
C 1.179 1.323 0.533
C -1.149 -1.239 0.447
C -1.625 -0.179 0.040
N -1.179 -0.558 -1.458
O 0.499 1.030 1.040
O 1.869 1.049 -0.015
H -0.001 0.096 0.682
H -0.035 0.450 -0.118
H 0.254 -0.048 0.496
H 0.370 -0.246 -0.084
H 0.030 0.153 0.076
C 0.864 1.502 -0.844
C 0.046 0.952 -0.099
C -0.192 0.814 -0.051
C -0.769 -2.134 0.177
C -0.542 -0.025 -0.637
C 0.217 -1.192 1.599
N -0.373 0.357 0.532
O -0.068 -0.707 0.165
O -0.122 0.588 -1.378
H -0.228 -0.053 0.112
H 0.456 -0.278 0.368
H 0.383 0.055 -0.027
H 0.082 0.032 0.108
H 0.239 0.096 -0.014
C 0.077 1.757 1.116
C 1.640 -0.508 0.601
C -0.837 -0.233 2.052
C -0.517 -1.888 -1.458
C 0.680 1.102 0.161
C 0.085 0.280 -1.477
N -2.445 -0.877 2.788
O 1.481 1.541 -1.668
O 0.378 -0.707 -1.537
H 0.016 -0.104 0.055
H -0.302 -0.334 -0.124
H 0.047 0.007 -0.743
H -0.260 -0.001 0.191
H -0.053 -0.028 0.044
C 1.707 -1.750 1.600
C -0.914 0.117 -0.789
C 1.885 1.947 -0.563
C -1.223 -1.236 0.753
C 0.813 0.776 -1.354
C -0.548 -0.024 0.102
N -0.700 0.551 -0.848
O -0.923 0.150 0.921
O 0.667 -0.902 0.179
H -0.273 -0.095 -0.249
H -0.054 0.596 0.016
H -0.283 -0.030 -0.090
H 0.189 0.151 0.320
H -0.346 -0.253 -0.002
C 0.030 -0.355 0.698
C -0.472 2.824 -1.963
O 1.303 -2.091 1.012
C 0.043 -2.683 0.581
O -1.082 3.357 -0.746
O 0.902 1.157 0.075
C 0.122 -1.213 0.005
H 0.020 -0.263 0.189
H -0.057 0.110 0.095
H 0.153 0.289 0.325
H -0.509 -1.437 -0.012
H 1.335 -0.247 0.190
H -0.587 0.432 -0.467
H -0.533 -0.062 0.151
H -0.667 0.193 -0.135
C 1.701 -1.097 -0.074
C -1.411 1.870 0.588
O -2.068 0.042 1.231
C 0.996 -3.209 3.294
O -1.640 1.681 -2.146
O 0.071 1.283 -1.718
C 1.221 -0.743 -0.544
H 0.157 -0.297 -0.160
H -0.049 -0.731 0.489
H -0.646 0.414 -0.008
H 0.734 -0.341 -0.045
H 0.006 0.564 -0.801
H 0.106 -0.055 -0.227
H 0.436 0.426 0.071
H 0.400 0.189 0.055
C -0.788 -1.242 -1.123
C 1.273 0.361 1.693
O -2.307 -1.704 0.732
C -0.615 0.503 0.758
O 2.567 0.644 -0.689
O -0.982 -0.014 -0.963
C 0.843 1.188 0.155
H -0.067 0.238 -0.626
H 0.590 0.439 0.416
H 0.125 -0.100 0.300
H -0.237 -0.201 -0.148
H 0.205 0.224 0.084
H -0.214 -0.758 -0.084
H 0.113 0.344 -0.342
H -0.507 0.073 -0.164
C 0.326 1.032 -0.367
C -0.906 0.011 0.549
O 0.025 0.242 -1.773
C 0.292 -0.849 -1.434
O 1.193 -0.720 1.295
O -1.507 0.439 3.862
C -1.098 0.017 -1.099
H 0.481 -0.455 0.351
H -0.086 -0.001 0.453
H 0.144 -0.143 -0.059
H 0.189 0.045 -0.100
H 0.554 0.069 -1.311
H 0.385 0.114 -0.030
H 0.127 -0.099 -0.402
H -0.129 0.290 0.061
C -0.354 0.078 0.650
C -0.669 1.295 0.315
O 0.993 -0.922 -0.453
C -3.730 1.486 0.836
O 2.985 -2.201 -1.085
O -0.477 -0.134 -0.994
C 1.126 0.660 1.289
H -0.222 0.108 -0.198
H 0.617 -0.022 0.314
H 0.016 -0.804 -0.188
H 0.505 0.025 -0.292
H -0.138 0.268 -0.103
H -0.179 -0.212 0.110
H 0.075 0.241 -0.021
H -0.539 0.129 -0.179
C 0.910 -0.637 1.267
C -1.749 1.998 -0.888
O -0.266 -1.605 -1.305
C 2.042 2.488 0.906
O -0.620 -0.049 -1.050
O -1.024 -3.088 0.757
C 0.971 0.728 0.704
H -0.010 0.376 0.413
H 0.078 0.075 0.023
H -0.131 -0.193 0.007
H 0.386 0.662 -0.411
H 0.089 -0.503 -0.059
H -0.482 -0.339 -0.164
H 0.200 -0.109 -0.123
H -0.390 0.183 -0.078

Properties
LUMO   -0.8485 eV
HOMO   -10.06 eV
Multiplicity   1
Net charge   0
Kohn-Sham gap   9.216 eV
Structure (SMILES)   O=[N+]([O-])c1ccccc1.O=[N+]([O-])c1ccccc1.O=[N+]([O-])c1ccccc1.O=[N+]([O-])c1ccccc1.O=[N+]([O-])c1ccccc1.O=[N+]([O-])c1ccccc1.CCOC(=O)OC.CCOC(=O)OC.CCOC(=O)OC.CCOC(=O)OC.CCOC(=O)OC.CCOC(=O)OC
Relative energy (zero: lowest compared OMol25 entry of this formula, charge and spin)   525.7 kJ/mol